[1]
Below is a 2-piece molecular cluster, C2H4F4N2 overall at a distorted geometry, with properties calculated with wB97M-V/def2-TZVPD.

```
12
Properties=species:S:1:pos:R:3:lowdin_charge:R:1
C -0.656 0.285 0.312 -0.422
C 1.099 1.849 -1.315 -0.443
N -0.569 -0.395 -0.781 0.221
N 0.168 0.167 1.357 0.218
F -1.870 0.827 0.603 0.128
F 1.978 1.275 -0.387 -0.091
F 0.958 0.788 -2.282 -0.130
F 1.878 2.756 -1.954 -0.014
H -0.905 -0.048 -1.670 0.146
H 0.326 -0.882 -0.888 0.146
H 0.430 0.964 1.875 0.122
H 1.031 -0.320 1.197 0.120
```

Calculated values
* LUMO level: -0.0113 Eh
* HOMO energy: -7.4487 eV
* frontier orbital gap: 7.14 eV
* relative energy (zero: lowest compared OMol25 entry of this formula, charge and spin): 3.215 eV
* F_max: 2.49 eV Å⁻¹


[2]
Below is one molecule with the formula C2H4FIO at a distorted geometry, with properties calculated with wB97M-V/def2-TZVPD.

```
9
Properties=species:S:1:pos:R:3:lowdin_charge:R:1
C -0.957 -0.348 0.770 -0.212
O -0.184 -0.667 -0.333 -0.310
C 0.993 0.386 -0.725 -0.805
F 1.734 0.519 0.343 0.015
I 1.764 -0.417 -2.508 0.892
H -0.611 -0.690 1.788 0.076
H -2.021 -0.914 0.656 0.129
H -1.081 0.779 0.975 0.094
H 0.362 1.352 -0.966 0.122
```

Calculated values
* LUMO level: 0.0091 Eh
* HOMO energy: -10.0690 eV
* frontier orbital gap: 10.32 eV
* SMILES string: CO[C@@H](F)I
* relative energy (zero: lowest compared OMol25 entry of this formula, charge and spin): 1.368 eV
* F_max: 5.88 eV Å⁻¹


[3]
Below is C2H4FN as an isolated structure at a distorted geometry, with properties calculated with wB97M-V/def2-TZVPD.

```
8
Properties=species:S:1:pos:R:3:lowdin_charge:R:1
C -0.995 0.107 -0.084 -0.501
C 0.452 0.414 -0.201 -0.058
N -1.723 0.374 -1.054 0.155
F -1.455 -0.578 1.036 0.011
H 1.165 -0.042 0.952 0.184
H 0.598 1.448 -0.131 0.026
H 1.181 -0.009 -0.981 0.092
H -2.706 0.039 -0.909 0.091
```

Calculated values
* LUMO level: 0.0357 Eh
* HOMO energy: -11.0394 eV
* frontier orbital gap: 12.01 eV
* relative energy (zero: lowest compared OMol25 entry of this formula, charge and spin): 1.199 eV
* F_max: 6.75 eV Å⁻¹


[4]
Below is a 2-piece molecular cluster, C2H4FNO3 overall at a distorted geometry, with properties calculated with wB97M-V/def2-TZVPD.

```
11
Properties=species:S:1:pos:R:3:lowdin_charge:R:1
O 1.159 -0.369 -1.236 -0.008
N 1.143 -0.415 0.012 -0.321
O 1.523 -1.629 0.626 0.051
C 0.799 0.527 0.823 -0.074
F 0.227 1.621 0.225 0.037
H 1.924 -2.215 -0.093 0.159
H 0.870 0.476 1.845 0.124
C -1.990 0.522 -0.554 -0.105
O -1.458 -0.476 -0.071 -0.060
H -1.987 0.599 -1.706 0.115
H -2.209 1.361 0.130 0.083
```

Calculated values
* LUMO level: 0.0304 Eh
* HOMO energy: -9.1155 eV
* frontier orbital gap: 9.94 eV
* SMILES string: [O-]/[N+](O)=C\F.C=O
* relative energy (zero: lowest compared OMol25 entry of this formula, charge and spin): 2.768 eV
* F_max: 3.21 eV Å⁻¹